{
  "formula": "C22H15Cl3MnN6O3",
  "method": "ωB97M-V with the def2-TZVPD basis set",
  "symbols": ["Mn", "C", "C", "C", "C", "C", "C", "N", "C", "C", "C", "C", "C", "N", "C", "C", "C", "C", "C", "C", "N", "H", "H", "H", "H", "H", "H", "H", "H", "H", "H", "H", "H", "H", "H", "H", "O", "N", "C", "C", "N", "C", "N", "Cl", "C", "Cl", "Cl", "C", "O", "O"],
  "positions_angstrom": [[-0.096, 0.288, -0.564], [-2.343, -1.652, -2.462], [-2.679, -1.591, -1.006], [-3.907, -2.078, -0.559], [-4.205, -2.056, 0.786], [-3.275, -1.524, 1.667], [-2.091, -1.022, 1.165], [-1.793, -1.071, -0.152], [-1.066, -0.398, 2.015], [-1.155, -0.297, 3.392], [-0.125, 0.303, 4.097], [0.986, 0.761, 3.409], [1.026, 0.638, 2.031], [0.000, 0.091, 1.352], [2.146, 1.086, 1.190], [3.231, 1.781, 1.685], [4.206, 2.216, 0.799], [4.059, 1.936, -0.541], [2.958, 1.201, -0.979], [2.795, 0.884, -2.430], [2.027, 0.782, -0.120], [-2.941, -2.410, -2.963], [-1.290, -1.881, -2.609], [-2.571, -0.690, -2.928], [-4.611, -2.479, -1.274], [-5.143, -2.448, 1.153], [-3.489, -1.501, 2.724], [-2.014, -0.682, 3.919], [-0.178, 0.395, 5.172], [1.809, 1.207, 3.944], [3.321, 2.005, 2.737], [5.063, 2.768, 1.160], [4.788, 2.278, -1.263], [3.753, 0.902, -2.944], [2.156, 1.645, -2.886], [2.339, -0.095, -2.565], [-0.155, 0.338, -2.289], [-0.437, 0.933, -3.399], [-0.141, 0.319, -4.486], [0.487, -0.973, -4.483], [0.988, -2.000, -4.373], [-0.438, 0.922, -5.744], [-0.655, 1.357, -6.784], [-3.296, 4.184, 0.258], [-1.725, 4.140, -0.532], [-0.637, 5.304, 0.219], [-1.903, 4.505, -2.264], [-1.112, 2.727, -0.484], [0.122, 2.604, -0.625], [-1.867, 1.739, -0.338]],
  "forces_ev_per_angstrom": [[-0.753, 1.864, 0.996], [0.001, 0.032, -0.008], [0.022, -0.101, -0.265], [-0.021, -0.013, 0.211], [0.070, 0.001, -0.148], [0.113, 0.089, 0.078], [-0.308, -0.164, -0.135], [0.349, 0.263, 0.054], [-0.020, 0.050, -0.009], [0.011, -0.030, 0.057], [0.040, -0.047, -0.228], [0.012, -0.010, 0.070], [-0.016, 0.027, -0.069], [0.038, -0.114, 1.219], [0.335, 0.131, -0.134], [-0.137, -0.052, 0.067], [-0.034, -0.032, -0.106], [0.013, -0.017, 0.155], [0.054, -0.079, -0.207], [-0.038, 0.024, 0.003], [-0.349, -0.171, -0.017], [-0.017, -0.020, 0.046], [-0.052, 0.012, -0.031], [0.060, -0.003, -0.004], [0.035, -0.024, -0.042], [-0.021, 0.013, -0.006], [0.017, 0.039, 0.010], [-0.027, -0.011, -0.030], [-0.005, 0.006, 0.008], [0.023, 0.006, -0.025], [-0.039, -0.003, 0.010], [-0.001, 0.027, -0.012], [0.013, -0.047, -0.028], [0.026, 0.001, 0.043], [-0.028, -0.050, -0.019], [0.024, 0.039, -0.045], [0.750, -1.738, -1.482], [-0.745, 1.569, -0.416], [0.232, -0.460, 0.306], [0.172, -0.327, 0.192], [-0.035, 0.070, -0.053], [-0.136, 0.289, -0.235], [0.005, -0.008, 0.057], [-0.009, 0.015, 0.025], [-0.016, 0.032, -0.205], [0.011, 0.026, 0.054], [-0.023, 0.005, 0.051], [0.101, -0.252, 0.096], [0.119, -0.346, 0.118], [0.187, -0.514, 0.035]],
  "homo_lumo_gap_ha": [0.282, 0.285],
  "homo_energy_ha": [-0.4623, -0.4620],
  "spin_multiplicity": 5,
  "total_charge": 1
}